[1]
This record from OMol25 describes a structure of composition C19H45MgNO10S5 in a non-equilibrium geometry. The level of theory is wB97M-V/def2-TZVPD.

Values from the calculation:
molar mass: 632.206 g/mol
energy relative to the best compared isomer or geometry (same formula, charge and spin): 138.15 kcal/mol
gap between HOMO and LUMO: 4.575 eV
E_HOMO: -7.529 eV

Element x y z (Å)
1 Mg -17.7201 0.0839 4.5095
2 C -20.5164 -1.1392 3.6921
3 O -19.5334 -1.8012 3.3813
4 O -20.3529 0.0005 3.2687
5 O -20.3524 -1.0042 4.8985
6 C -18.1086 -5.3546 -1.2148
7 C -18.0661 -5.6963 -2.6358
8 N -18.0259 -5.9833 -3.7759
9 H -19.0001 -5.7663 -0.7418
10 H -18.0647 -4.2701 -1.1137
11 H -17.2499 -5.8023 -0.7145
12 C -25.3672 3.0046 4.2207
13 S -25.9536 4.0829 2.8050
14 O -26.6525 5.3072 3.3743
15 C -24.2067 4.5446 2.3718
16 H -24.8064 2.1684 3.8031
17 H -26.2911 2.6748 4.6958
18 H -24.7855 3.6125 4.9137
19 H -23.5723 4.6685 3.2495
20 H -24.1210 5.4774 1.8145
21 H -23.6412 3.7808 1.8379
22 C -22.9804 -1.3556 10.8515
23 S -23.2755 -3.0949 11.4853
24 O -24.6395 -3.5943 10.9498
25 C -21.9249 -3.9529 10.5952
26 H -22.0357 -1.0639 11.3103
27 H -23.7962 -0.7020 11.1606
28 H -22.8055 -1.4117 9.7771
29 H -21.8542 -5.0353 10.7019
30 H -21.0216 -3.4537 10.9458
31 H -22.0312 -3.7434 9.5308
32 C -28.2961 -2.8314 6.4634
33 S -27.8968 -3.5592 4.7737
34 O -28.0165 -2.3920 3.8582
35 C -26.0771 -3.8021 4.9901
36 H -28.2211 -3.5893 7.2432
37 H -29.3120 -2.4421 6.5296
38 H -27.6130 -2.0028 6.6498
39 H -25.5480 -4.3474 4.2085
40 H -25.7405 -4.3089 5.8945
41 H -25.6146 -2.8174 4.9217
42 C -16.1411 -3.5674 8.8316
43 S -15.0853 -2.1119 8.5478
44 O -15.6057 -1.3854 7.2907
45 C -15.6814 -1.0413 9.9012
46 H -17.0650 -3.4598 8.2634
47 H -16.3658 -3.6165 9.8971
48 H -15.5767 -4.4351 8.4901
49 H -15.0294 -0.1679 9.9126
50 H -15.6832 -1.6244 10.8220
51 H -16.7208 -0.7397 9.7715
52 C -22.2807 -1.0801 -2.0973
53 S -23.8035 -0.1697 -2.5432
54 O -24.4778 -1.0951 -3.5062
55 C -24.6334 -0.4524 -0.9464
56 H -21.7930 -0.5603 -1.2727
57 H -21.6592 -1.1240 -2.9917
58 H -22.4666 -2.1249 -1.8482
59 H -24.6364 -1.5291 -0.7762
60 H -25.6541 -0.0734 -0.8962
61 H -24.1096 -0.1329 -0.0454
62 C -21.3400 -10.3856 4.7252
63 C -20.8770 -9.1105 5.4751
64 O -20.8280 -9.0896 6.6714
65 C -20.6051 -7.8744 4.6620
66 H -20.8458 -11.3318 4.9453
67 H -21.0295 -10.1897 3.6989
68 H -22.4262 -10.4741 4.7463
69 H -20.6535 -6.9836 5.2883
70 H -21.3863 -7.6624 3.9320
71 H -19.6000 -8.0042 4.2609
72 C -19.6574 4.2402 8.2803
73 C -18.4552 4.5376 7.3537
74 O -18.0433 3.5993 6.6973
75 C -18.0172 5.9550 7.1075
76 H -19.9232 3.1875 8.3768
77 H -20.5358 4.7291 7.8589
78 H -19.4739 4.5915 9.2957
79 H -18.0449 6.1632 6.0380
80 H -16.9821 5.9599 7.4492
81 H -18.4920 6.6675 7.7821

=====

[2]
This record from OMol25 describes an isolated molecule of C5H7NO. The level of theory is wB97M-V/def2-TZVPD.

Values from the calculation:
molar mass: 97.117 g/mol
energy relative to the best compared isomer or geometry (same formula, charge and spin): 46.18 kcal/mol
gap between HOMO and LUMO: 9.214 eV
E_HOMO: -8.902 eV
structure (SMILES): [H]/N=C/C=C(/C)C=O

Element x y z (Å)
1 H -1.5064 1.6930 -1.9683
2 N -1.1113 1.1398 -1.2201
3 C -1.7584 0.1629 -0.7216
4 C -1.0102 -0.6233 0.2647
5 C 0.2718 -0.2372 0.3931
6 C 1.3301 -0.7588 1.3111
7 C 0.8168 0.7721 -0.5954
8 O 1.4497 1.7765 -0.3378
9 H -2.7777 -0.1010 -1.0176
10 H -1.4692 -1.4507 0.8005
11 H 1.1608 -1.7936 1.6179
12 H 1.3682 -0.1237 2.2037
13 H 2.3094 -0.6703 0.8268
14 H 0.9265 0.2144 -1.5570

=====

[3]
This record from OMol25 describes a cluster of 7 separate species, C28H77N7O7 in total in a non-equilibrium geometry. The level of theory is wB97M-V/def2-TZVPD.

Values from the calculation:
molar mass: 623.966 g/mol
energy relative to the best compared isomer or geometry (same formula, charge and spin): 97.39 kcal/mol
gap between HOMO and LUMO: 9.058 eV
E_HOMO: -8.483 eV
structure (SMILES): COC[C@H](C)N.COC[C@H](C)N.COC[C@H](C)N.COC[C@H](C)N.COC[C@H](C)N.COC[C@H](C)N.COC[C@H](C)N

Element x y z (Å)
1 C -2.6574 16.7646 -11.5087
2 O -2.8172 18.0910 -10.9032
3 C -3.3538 17.9704 -9.5964
4 C -4.8310 17.6133 -9.7252
5 C -5.6472 18.1118 -10.9922
6 N -5.5846 17.7670 -8.4740
7 H -2.3461 16.7616 -12.5533
8 H -3.5391 16.1240 -11.4874
9 H -1.8895 16.1931 -10.9874
10 H -2.7226 17.2842 -9.0317
11 H -3.3044 18.9540 -9.1293
12 H -4.8588 16.5370 -9.8953
13 H -5.2794 19.0858 -11.3148
14 H -6.7275 18.0962 -10.8479
15 H -5.3573 17.3587 -11.7250
16 H -5.8519 18.7159 -8.2544
17 H -5.1155 17.5197 -7.6145
18 C -3.0890 16.7301 -16.5272
19 O -2.3906 17.3357 -15.3752
20 C -2.2562 18.7294 -15.5838
21 C -1.8335 19.4510 -14.2801
22 C -2.2041 20.9517 -14.2503
23 N -0.3654 19.3982 -14.1656
24 H -2.8425 17.2119 -17.4734
25 H -4.1642 16.7671 -16.3521
26 H -2.8858 15.6707 -16.6841
27 H -1.5480 18.8960 -16.3954
28 H -3.2160 19.2175 -15.7532
29 H -2.2589 18.8938 -13.4455
30 H -3.2400 21.0099 -13.9161
31 H -1.9576 21.4853 -15.1682
32 H -1.6997 21.4690 -13.4342
33 H -0.0470 19.9376 -14.9578
34 H 0.0037 18.4584 -14.1910
35 C -0.1683 13.5654 -11.4708
36 O 0.8665 14.4527 -11.8277
37 C 1.5243 15.1116 -10.7258
38 C 2.7583 15.9755 -11.1907
39 C 3.6322 16.4931 -10.0446
40 N 2.3139 17.1637 -11.9321
41 H -0.9535 13.9854 -10.8422
42 H 0.2037 12.5922 -11.1504
43 H -0.5371 13.2719 -12.4536
44 H 0.6848 15.7027 -10.3598
45 H 1.7670 14.4049 -9.9323
46 H 3.3510 15.3322 -11.8411
47 H 3.0465 17.2069 -9.4653
48 H 4.5188 17.0036 -10.4209
49 H 3.8470 15.6892 -9.3406
50 H 1.8010 16.9725 -12.7809
51 H 1.6752 17.7285 -11.3906
52 C 5.9633 16.6743 -14.5386
53 O 6.4137 15.9044 -15.6254
54 C 6.6557 14.5098 -15.5377
55 C 7.1267 13.9415 -16.9535
56 C 6.0854 14.3543 -18.0832
57 N 7.2141 12.5295 -17.1851
58 H 5.4738 17.5530 -14.9586
59 H 6.7030 17.0547 -13.8342
60 H 5.1797 16.1350 -14.0064
61 H 7.3319 14.3699 -14.6943
62 H 5.7342 14.0476 -15.1836
63 H 7.9690 14.5476 -17.2873
64 H 5.8458 15.4077 -17.9381
65 H 5.1513 13.7946 -18.1307
66 H 6.5215 14.1310 -19.0568
67 H 6.4441 11.8853 -17.0747
68 H 7.8744 12.1988 -16.4961
69 C 1.7068 17.2208 -19.7692
70 O 2.2906 16.6760 -20.9723
71 C 3.2353 15.6212 -20.7680
72 C 3.4938 14.8614 -22.0884
73 C 2.2398 14.1536 -22.5801
74 N 4.5444 13.8649 -21.9277
75 H 1.3320 18.2358 -19.9006
76 H 2.4020 17.2505 -18.9302
77 H 0.8429 16.6080 -19.5118
78 H 4.1075 16.0171 -20.2478
79 H 2.8013 15.0005 -19.9840
80 H 3.6663 15.5700 -22.8985
81 H 2.5171 13.3478 -23.2597
82 H 1.5333 14.8693 -23.0003
83 H 1.7375 13.7108 -21.7200
84 H 4.3591 13.3819 -21.0602
85 H 4.6576 13.1713 -22.6531
86 C -0.5720 9.4331 -20.4687
87 O 0.7090 9.5673 -19.7529
88 C 1.6822 10.4747 -20.2892
89 C 3.0443 10.4771 -19.5741
90 C 2.9641 11.1118 -18.2262
91 N 4.0324 11.2631 -20.3226
92 H -1.3453 10.1985 -20.4035
93 H -0.9732 8.5335 -20.0020
94 H -0.4091 9.1783 -21.5159
95 H 1.7381 10.2040 -21.3435
96 H 1.3061 11.4969 -20.3327
97 H 3.3392 9.4278 -19.5791
98 H 3.7299 10.6802 -17.5817
99 H 2.1019 10.8208 -17.6261
100 H 2.8524 12.1954 -18.1859
101 H 4.9512 11.2673 -19.9032
102 H 4.1132 10.7502 -21.1889
103 C 0.3022 13.6514 -17.6238
104 O 0.0713 14.8543 -16.8914
105 C 1.3155 15.5441 -16.6124
106 C 1.0298 16.8117 -15.7195
107 C 2.2311 17.7219 -15.5085
108 N 0.5004 16.5070 -14.4404
109 H 0.9742 13.7324 -18.4783
110 H -0.6846 13.3004 -17.9258
111 H 0.6939 12.8872 -16.9524
112 H 1.9350 14.8376 -16.0599
113 H 1.8515 15.7734 -17.5334
114 H 0.2508 17.4056 -16.1975
115 H 2.9311 17.1819 -14.8708
116 H 1.9183 18.6330 -14.9985
117 H 2.6259 18.0987 -16.4520
118 H 0.9073 15.8208 -13.8210
119 H -0.4958 16.3783 -14.5460

=====

[4]
This record from OMol25 describes an isolated molecule of C3HF3S in a non-equilibrium geometry. The level of theory is wB97M-V/def2-TZVPD.

Values from the calculation:
molar mass: 126.102 g/mol
energy relative to the best compared isomer or geometry (same formula, charge and spin): 131.56 kcal/mol
gap between HOMO and LUMO (alpha / beta): 7.695 / 7.577 eV
E_HOMO (alpha / beta): -9.857 / -9.796 eV
structure (SMILES): C#S#CC(F)(F)F

Element x y z (Å)
1 C -2.6506 0.6147 -0.2174
2 S -1.1242 0.1539 0.0604
3 C 0.1223 -0.4938 -0.6585
4 C 1.4322 -0.1445 -0.1279
5 F 1.5363 1.1941 0.1574
6 F 1.4007 -0.7701 1.0959
7 F 2.4796 -0.5218 -0.7948
8 H -3.1962 -0.0325 0.4849

=====

[5]
This record from OMol25 describes a structure of composition C21H31Br3O10 in a non-equilibrium geometry. The level of theory is wB97M-V/def2-TZVPD.

Values from the calculation:
molar mass: 683.181 g/mol
energy relative to the best compared isomer or geometry (same formula, charge and spin): 0.00 kcal/mol
gap between HOMO and LUMO: 9.425 eV
E_HOMO: -9.694 eV

Element x y z (Å)
1 O -1.7035 2.7750 0.2605
2 C -2.2377 2.6299 1.3187
3 O -3.5226 2.2407 1.4040
4 C -3.9246 1.9883 2.7487
5 C -2.7187 2.3181 3.6479
6 C -1.6503 2.8763 2.7071
7 H -4.2376 0.9522 2.8723
8 H -4.7599 2.6464 2.9873
9 H -2.3383 1.3994 4.0983
10 H -3.0250 2.9940 4.4417
11 H -0.6728 2.4293 2.8566
12 H -1.5775 3.9620 2.7962
13 O 1.4061 -3.9194 -1.8987
14 C 0.4897 -4.3682 -1.2728
15 O 0.6442 -5.0162 -0.1153
16 C -0.6207 -5.0459 0.5626
17 C -1.6421 -5.0766 -0.5616
18 C -0.9886 -4.2842 -1.6740
19 H -0.6961 -4.1617 1.1992
20 H -0.7812 -5.9170 1.1944
21 H -2.5981 -4.6971 -0.1937
22 H -1.7990 -6.1131 -0.8617
23 H -1.2509 -3.2262 -1.7561
24 H -1.0127 -4.6188 -2.7109
25 O 0.7930 0.0627 3.2667
26 C -0.0885 -0.4172 2.6207
27 O -0.2065 -0.2015 1.2999
28 C -1.4700 -0.6878 0.8079
29 C -2.2977 -0.9487 2.0498
30 C -1.2721 -1.2377 3.1282
31 H -1.2996 -1.6287 0.2750
32 H -1.8438 0.0567 0.1114
33 H -3.0532 -1.7090 1.8383
34 H -2.8946 -0.0663 2.3022
35 H -0.9462 -2.2775 3.2203
36 H -1.4784 -0.9293 4.1499
37 O 4.4674 -0.8519 -6.4785
38 C 3.9275 -1.2797 -5.4971
39 O 3.6509 -2.5865 -5.3674
40 C 2.9371 -2.8688 -4.1612
41 C 2.9887 -1.5691 -3.3342
42 C 3.3758 -0.4926 -4.3312
43 H 3.3430 -3.6925 -3.5899
44 H 1.8779 -3.0195 -4.3740
45 H 3.6497 -1.7551 -2.4855
46 H 2.0173 -1.3592 -2.8948
47 H 4.1329 0.2115 -3.9889
48 H 2.5291 0.0980 -4.6782
49 O -0.4469 5.9008 1.0265
50 C 0.4560 5.1324 1.2323
51 O 1.0751 5.0586 2.4157
52 C 2.2545 4.2514 2.2766
53 C 1.8924 3.2644 1.1634
54 C 1.0967 4.1923 0.2345
55 H 2.4973 3.8460 3.2550
56 H 3.1042 4.8556 1.9432
57 H 1.2537 2.4663 1.5487
58 H 2.7678 2.7727 0.7456
59 H 0.2825 3.7413 -0.3184
60 H 1.7881 4.8003 -0.3524
61 C -0.0046 1.3261 -2.5717
62 Br 1.5738 1.1282 -1.4598
63 Br -0.8410 -0.4334 -2.6992
64 Br 0.3551 2.1242 -4.3124
65 H -0.7267 1.9556 -2.0677

=====

[6]
This record from OMol25 describes a cluster of 2 separate species, C9H20N2O6 in total in a non-equilibrium geometry. The level of theory is wB97M-V/def2-TZVPD.

Values from the calculation:
molar mass: 252.267 g/mol
gap between HOMO and LUMO: 9.662 eV
E_HOMO: -9.339 eV
structure (SMILES): COC[C@@](N)(CCOC=O)ON=O.CC(C)O

Element x y z (Å)
1 C -2.8515 -4.1027 -0.3289
2 O -2.2164 -3.2815 -1.2951
3 C -0.9298 -2.8703 -0.9643
4 C -0.8595 -1.5194 -0.2455
5 N -1.4134 -1.6917 1.0821
6 C 0.6026 -1.0217 -0.3010
7 C 1.4174 -1.1964 0.9554
8 O 1.1948 -0.1196 1.8853
9 C 0.6313 -0.4813 3.0425
10 O -0.1210 0.2027 3.5707
11 O -1.6267 -0.5063 -0.9083
12 N -3.0206 -0.5646 -0.5926
13 O -3.3871 0.4485 -0.1614
14 H -2.1460 -4.7420 0.1881
15 H -3.4119 -3.4899 0.3660
16 H -3.5351 -4.7583 -0.8515
17 H -0.3995 -3.5889 -0.3333
18 H -0.3682 -2.8094 -1.8880
19 H -0.9105 -2.3741 1.6272
20 H -1.4619 -0.7979 1.5577
21 H 0.6672 0.0143 -0.6026
22 H 1.1055 -1.6010 -1.0656
23 H 2.4564 -1.1285 0.6629
24 H 1.3144 -2.1730 1.4137
25 H 0.9342 -1.4100 3.5383
26 C 2.2130 4.6767 -0.1702
27 C 1.9412 3.5222 -1.1223
28 C 0.5333 3.5942 -1.6944
29 O 2.1254 2.2796 -0.4437
30 H 1.5216 4.6469 0.6762
31 H 3.2230 4.6084 0.2353
32 H 2.1034 5.6388 -0.6731
33 H 2.6679 3.5402 -1.9354
34 H -0.2100 3.5305 -0.8951
35 H 0.3515 2.7578 -2.3706
36 H 0.3749 4.5250 -2.2413
37 H 1.4904 2.2426 0.2827